Entry 1:
C2H2Cl3O2S | ωB97M-V/def2-TZVPD

The frontier orbital gap comes out at 7.878 eV. As for the LUMO energy: 3.27 eV. The value obtained for the highest occupied orbital energy is -4.604 eV. The charge is -1.

Each line ends with the natural charge from an NBO analysis.
CARTESIAN COORDINATES (ANGSTROEM)
1 C 0.775 -0.713 0.253  -0.475
2 C 0.315 0.599 -0.192  -0.212
3 O -2.421 0.678 0.970  -0.996
4 O -2.008 -0.643 -0.949  -1.014
5 S -1.847 0.680 -0.399  1.592
6 Cl 2.542 -1.131 0.302  -0.123
7 Cl 1.221 1.891 1.043  -0.229
8 Cl 0.751 1.030 -1.831  -0.041
9 H 0.518 -1.041 1.202  0.235
10 H 0.154 -1.349 -0.400  0.262

Entry 2:
C27H52O27 | ωB97M-V/def2-TZVPD

The frontier orbital gap comes out at 10.447 eV. As for the LUMO energy: -0.10 eV. The value obtained for the highest occupied orbital energy is -10.551 eV. The charge is 0. The SMILES is COC(=O)OC.COC(=O)OC.COC(=O)OC.COC(=O)OC.COC(=O)OC.COC(=O)OC.COC(=O)OC.COC(=O)OC.O=C1OCCO1.

Each line ends with the Löwdin charge.
CARTESIAN COORDINATES (ANGSTROEM)
1 C 4.089 4.466 10.611  -0.012
2 O 3.738 4.470 9.197  -0.011
3 C 2.494 4.210 8.770  -0.574
4 O 1.496 3.943 9.466  0.078
5 O 2.438 4.378 7.454  -0.002
6 C 1.146 4.366 6.782  -0.025
7 H 3.289 4.131 11.270  0.092
8 H 4.412 5.502 10.721  0.094
9 H 4.947 3.834 10.843  0.086
10 H 0.467 5.129 7.162  0.094
11 H 0.647 3.397 6.784  0.094
12 H 1.235 4.680 5.743  0.085
13 C 5.788 -10.939 -1.376  -0.049
14 O 5.420 -9.593 -1.481  -0.021
15 C 4.241 -9.025 -1.174  -0.536
16 O 3.170 -9.579 -0.877  0.092
17 O 4.460 -7.711 -1.382  -0.014
18 C 3.508 -6.696 -0.979  -0.028
19 H 4.986 -11.401 -0.800  0.088
20 H 6.723 -11.162 -0.862  0.099
21 H 5.630 -11.367 -2.366  0.100
22 H 3.751 -5.700 -1.349  0.090
23 H 3.406 -6.510 0.090  0.091
24 H 2.529 -7.032 -1.321  0.089
25 C 2.838 6.273 -0.944  0.008
26 O 3.275 6.184 0.468  -0.019
27 C 3.994 7.129 1.056  -0.529
28 O 4.361 8.177 0.485  0.076
29 O 4.294 6.722 2.348  -0.033
30 C 5.194 7.411 3.195  -0.062
31 H 3.753 5.932 -1.428  0.100
32 H 2.445 7.240 -1.256  0.093
33 H 2.018 5.601 -1.198  0.085
34 H 6.190 7.456 2.755  0.092
35 H 5.310 6.783 4.078  0.094
36 H 4.922 8.441 3.428  0.095
37 C -6.958 -1.841 -1.668  -0.033
38 O -6.411 -2.757 -0.687  -0.019
39 C -6.079 -2.426 0.597  -0.523
40 O -6.225 -1.326 1.086  0.112
41 O -5.433 -3.495 1.193  -0.019
42 C -5.166 -3.496 2.598  -0.057
43 H -6.917 -2.171 -2.706  0.092
44 H -6.410 -0.899 -1.652  0.086
45 H -7.980 -1.509 -1.484  0.090
46 H -4.456 -2.743 2.942  0.081
47 H -4.686 -4.399 2.974  0.093
48 H -6.051 -3.303 3.206  0.095
49 C 2.467 0.750 1.760  -0.035
50 O 1.160 0.199 1.476  -0.006
51 C 1.067 -0.905 0.694  -0.502
52 O 2.029 -1.516 0.158  0.065
53 O -0.216 -1.128 0.377  0.003
54 C -0.606 -2.154 -0.388  -0.098
55 H 3.185 -0.011 2.065  0.090
56 H 2.431 1.442 2.601  0.092
57 H 2.963 1.224 0.913  0.093
58 H -1.089 -1.796 -1.297  0.104
59 H -1.385 -2.767 0.066  0.096
60 H 0.249 -2.782 -0.637  0.097
61 C -2.819 3.110 -1.644  -0.017
62 O -3.403 3.470 -2.916  -0.031
63 C -3.179 2.669 -3.960  -0.616
64 O -2.518 1.653 -4.054  0.131
65 O -3.728 3.198 -5.035  0.019
66 C -4.648 4.307 -4.988  -0.038
67 H -3.136 3.742 -0.815  0.096
68 H -1.747 3.118 -1.840  0.093
69 H -2.916 2.051 -1.403  0.091
70 H -5.688 4.148 -4.705  0.095
71 H -4.656 4.837 -5.940  0.092
72 H -4.284 5.079 -4.310  0.086
73 C 3.385 0.792 -3.909  -0.007
74 O 2.700 2.019 -4.266  -0.007
75 C 2.093 2.040 -5.427  -0.630
76 O 1.693 1.070 -6.073  0.109
77 O 1.963 3.317 -5.685  0.010
78 C 1.267 3.734 -6.816  -0.054
79 H 4.048 0.574 -4.746  0.099
80 H 2.630 0.019 -3.759  0.096
81 H 3.960 0.955 -2.997  0.091
82 H 0.411 3.073 -6.952  0.101
83 H 1.895 3.675 -7.705  0.097
84 H 0.972 4.783 -6.779  0.094
85 C 0.476 -5.714 -5.446  -0.023
86 O -0.772 -6.300 -5.087  -0.030
87 C -1.911 -5.596 -5.097  -0.499
88 O -2.005 -4.336 -5.190  0.067
89 O -2.937 -6.492 -4.921  -0.018
90 C -4.207 -5.970 -4.766  -0.085
91 H 0.679 -4.852 -4.810  0.102
92 H 0.391 -5.605 -6.527  0.103
93 H 1.158 -6.549 -5.288  0.094
94 H -4.287 -5.199 -5.531  0.091
95 H -4.418 -5.511 -3.800  0.101
96 H -4.931 -6.727 -5.069  0.098
97 O -3.055 0.799 7.719  0.134
98 C -3.303 0.893 6.528  -0.621
99 O -4.214 1.573 5.964  0.104
100 C -4.015 1.710 4.530  -0.087
101 C -2.779 0.907 4.285  -0.122
102 O -2.503 0.329 5.593  0.075
103 H -4.786 1.233 3.925  0.135
104 H -3.801 2.766 4.369  0.135
105 H -2.126 1.624 3.788  0.125
106 H -3.036 0.253 3.452  0.122

Entry 3:
C5H11Cl | ωB97M-V/def2-TZVPD

The frontier orbital gap comes out at 11.495 eV. As for the LUMO energy: 1.08 eV. The value obtained for the highest occupied orbital energy is -10.420 eV. The charge is 0. The SMILES is CCC[C@H](C)Cl.

Each line ends with the natural charge from an NBO analysis.
CARTESIAN COORDINATES (ANGSTROEM)
1 C 1.878 -0.770 -0.595  -0.600
2 C 1.205 0.046 0.537  -0.400
3 C -0.271 -0.577 0.654  -0.405
4 C -1.277 -0.103 -0.372  -0.249
5 C -1.439 1.373 -0.182  -0.624
6 Cl -2.772 -0.839 -0.015  -0.028
7 H 1.052 -0.945 -1.446  0.185
8 H 2.745 -0.158 -1.027  0.212
9 H 2.120 -1.711 -0.195  0.205
10 H 1.874 -0.081 1.455  0.208
11 H 1.174 1.102 0.324  0.196
12 H -0.620 -0.421 1.677  0.214
13 H -0.095 -1.683 0.675  0.207
14 H -0.974 -0.477 -1.311  0.217
15 H -0.622 1.946 -0.563  0.217
16 H -1.524 1.650 0.925  0.216
17 H -2.452 1.652 -0.539  0.229

Entry 4:
C7H7NO | ωB97M-V/def2-TZVPD

The frontier orbital gap (alpha / beta) comes out at 8.259 / 8.260 eV. As for the LUMO energy (alpha / beta): -0.70 / -0.70 eV. The value obtained for the highest occupied orbital energy (alpha / beta) is -8.955 / -8.956 eV. The charge is 0. The SMILES is Cc1ccccc1N=O.

Each line ends with the natural charge from an NBO analysis.
CARTESIAN COORDINATES (ANGSTROEM)
1 C -0.720 2.194 0.085  -0.628
2 C -0.252 0.740 -0.015  0.033
3 C -1.319 -0.158 -0.047  -0.218
4 C -1.188 -1.535 -0.062  -0.164
5 C 0.076 -2.092 -0.027  -0.231
6 C 1.159 -1.247 -0.001  -0.166
7 C 1.062 0.161 -0.015  -0.010
8 N 2.326 0.793 -0.214  0.126
9 O 3.327 0.215 0.173  -0.292
10 H -0.198 2.704 0.893  0.228
11 H -0.477 2.721 -0.839  0.230
12 H -1.787 2.233 0.253  0.217
13 H -2.318 0.251 -0.051  0.207
14 H -2.071 -2.157 -0.098  0.217
15 H 0.221 -3.161 -0.031  0.219
16 H 2.160 -1.659 -0.006  0.232

Entry 5:
C44H48AsClF6N4O5P2Se2Ta | ωB97M-V/def2-TZVPD

The frontier orbital gap (alpha / beta) comes out at 5.536 / 3.519 eV. As for the LUMO energy (alpha / beta): -7.27 / -9.28 eV. The value obtained for the highest occupied orbital energy (alpha / beta) is -12.804 / -12.800 eV. The charge is +2. As for the spin multiplicity: 2.

Each line ends with the Mulliken spin population.
CARTESIAN COORDINATES (ANGSTROEM)
1 Ta 1.374 -0.389 -0.868  0.067
2 O 2.644 2.556 -3.747  0.007
3 C 2.387 1.967 -2.736  0.009
4 O 2.052 0.686 -2.656  -0.014
5 C 2.444 2.590 -1.377  0.017
6 C 2.794 3.889 -1.074  -0.005
7 C 2.867 4.254 0.267  0.001
8 C 2.624 3.310 1.258  -0.001
9 C 2.282 2.035 0.861  -0.001
10 N 2.177 1.703 -0.423  -0.035
11 C 2.060 0.861 1.753  0.002
12 O 2.148 0.869 2.934  0.000
13 O 1.777 -0.232 0.996  0.002
14 H 3.009 4.582 -1.876  0.001
15 H 3.135 5.267 0.539  0.000
16 H 2.699 3.537 2.313  0.000
17 Se -0.641 1.021 -1.681  0.786
18 P -0.472 -0.351 -3.491  0.016
19 Se 0.959 -1.926 -2.911  0.019
20 C -0.062 0.542 -4.969  0.037
21 C -0.983 1.487 -5.441  -0.005
22 C -0.698 2.176 -6.605  -0.001
23 C 0.496 1.931 -7.277  0.013
24 C 1.410 1.005 -6.794  0.002
25 C 1.145 0.312 -5.625  0.003
26 C -2.072 -1.133 -3.625  -0.034
27 C -2.658 -1.656 -2.470  -0.046
28 C -3.877 -2.305 -2.560  0.007
29 C -4.501 -2.433 -3.795  0.002
30 C -3.907 -1.926 -4.943  0.008
31 C -2.685 -1.277 -4.870  -0.008
32 H -1.910 1.673 -4.910  -0.003
33 H -1.406 2.895 -6.992  0.000
34 H 0.719 2.478 -8.184  0.000
35 H 2.338 0.831 -7.321  0.000
36 H 1.856 -0.399 -5.229  0.001
37 H -2.157 -1.587 -1.510  0.085
38 H -4.334 -2.717 -1.671  0.001
39 H -5.455 -2.938 -3.863  0.000
40 H -4.395 -2.036 -5.902  0.000
41 H -2.215 -0.901 -5.768  0.000
42 F -0.314 -1.410 0.135  -0.011
43 P 0.134 -3.096 0.670  -0.005
44 F 1.611 -2.619 -0.150  -0.002
45 F 0.707 -4.502 0.993  0.000
46 F -0.411 -3.534 -0.743  -0.001
47 F -1.281 -3.234 1.325  0.000
48 F 0.733 -2.424 1.955  0.000
49 C -2.226 -0.378 6.927  0.000
50 C -3.282 -0.743 5.869  0.000
51 C -4.497 0.162 6.131  0.000
52 C -3.698 -2.198 6.107  0.000
53 C -2.671 -0.572 4.422  0.000
54 O -1.283 -0.941 4.435  0.000
55 C -3.322 -1.442 3.327  -0.002
56 C -4.762 -1.159 2.867  -0.001
57 C -4.890 -0.095 1.802  -0.002
58 C -5.661 1.044 1.999  0.004
59 C -5.783 2.021 1.018  0.001
60 C -5.127 1.850 -0.184  0.016
61 Cl -5.221 3.067 -1.420  0.000
62 C -4.376 0.710 -0.419  0.019
63 C -4.253 -0.249 0.573  0.006
64 C -2.662 0.910 4.066  0.000
65 N -2.014 1.237 2.794  0.010
66 C -0.990 0.681 2.157  0.003
67 N -0.712 1.384 1.059  0.056
68 C -1.644 2.386 1.097  0.009
69 N -2.436 2.338 2.132  -0.001
70 H -2.696 -0.392 7.911  0.000
71 H -1.813 0.619 6.774  0.000
72 H -1.397 -1.083 6.945  0.000
73 H -4.909 -0.083 7.110  0.000
74 H -5.301 0.034 5.408  0.000
75 H -4.223 1.218 6.158  0.000
76 H -3.956 -2.328 7.158  0.000
77 H -2.890 -2.903 5.888  0.000
78 H -4.570 -2.482 5.517  0.000
79 H -1.200 -1.845 4.759  0.000
80 H -3.262 -2.475 3.668  0.000
81 H -2.661 -1.387 2.459  0.000
82 H -5.407 -0.913 3.706  0.000
83 H -5.154 -2.094 2.457  0.000
84 H -6.185 1.176 2.939  0.000
85 H -6.376 2.909 1.191  0.000
86 H -3.913 0.577 -1.387  -0.034
87 H -3.673 -1.148 0.384  0.004
88 H -2.147 1.467 4.847  0.002
89 H -3.673 1.295 3.978  0.001
90 H -0.483 -0.200 2.514  0.003
91 H -1.722 3.158 0.347  -0.004
92 C 4.534 -2.127 0.454  0.000
93 As 3.988 -0.850 -0.888  -0.004
94 C 4.655 -1.651 -2.512  0.000
95 C 5.208 0.662 -0.529  0.002
96 C 6.564 0.408 -1.109  0.000
97 C 7.555 -0.217 -0.359  0.000
98 C 8.807 -0.452 -0.910  0.000
99 C 9.077 -0.061 -2.213  0.000
100 C 8.095 0.573 -2.965  0.000
101 C 6.846 0.806 -2.415  0.000
102 H 5.622 -2.151 0.457  0.000
103 H 4.143 -3.110 0.202  0.000
104 H 4.156 -1.834 1.432  0.000
105 H 5.697 -1.923 -2.355  0.000
106 H 4.575 -0.950 -3.341  0.000
107 H 4.068 -2.542 -2.730  0.000
108 H 5.235 0.748 0.558  0.000
109 H 4.771 1.568 -0.944  0.001
110 H 7.358 -0.501 0.669  0.000
111 H 9.575 -0.930 -0.319  0.000
112 H 10.055 -0.238 -2.640  0.000
113 H 8.308 0.892 -3.976  0.000
114 H 6.083 1.314 -2.998  0.000

Entry 6:
H23O11 | ωB97M-V/def2-TZVPD

The frontier orbital gap comes out at 10.711 eV. As for the LUMO energy: -3.30 eV. The value obtained for the highest occupied orbital energy is -14.015 eV. The charge is +1.

Each line ends with the natural charge from an NBO analysis.
CARTESIAN COORDINATES (ANGSTROEM)
1 O 2.111 0.171 0.678  -0.966
2 H 3.063 0.017 0.686  0.492
3 H 1.790 0.406 1.555  0.479
4 O 3.888 0.724 3.331  -0.891
5 H 3.283 -0.016 3.148  0.445
6 H 4.324 0.623 2.467  0.449
7 O -0.736 -1.701 -0.106  -0.873
8 H 0.388 1.941 -3.113  0.468
9 H 1.677 -0.807 -2.474  0.503
10 O 0.090 -3.976 1.128  -0.959
11 H -0.388 -3.141 1.111  0.472
12 H 0.918 4.290 1.456  0.485
13 O -3.721 1.048 -0.883  -0.944
14 H -3.733 1.958 -1.222  0.477
15 H 0.175 -4.278 2.035  0.482
16 O -1.564 -2.561 -2.370  -0.984
17 H -2.238 -2.584 -3.044  0.530
18 H -0.019 -1.015 -0.339  0.592
19 O -0.360 1.022 0.012  -1.008
20 H -1.138 -2.091 -0.960  0.548
21 O -2.091 0.044 1.428  -0.964
22 H -2.917 -0.155 1.893  0.498
23 H -2.128 0.936 1.081  0.519
24 O 1.268 3.505 1.879  -0.937
25 H 0.386 1.279 0.552  0.501
26 H 1.361 2.758 1.295  0.454
27 O 0.460 2.640 -2.461  -0.957
28 H -0.915 -3.281 -2.293  0.526
29 H 0.382 3.488 -2.906  0.493
30 O 0.784 -0.910 -2.135  -0.965
31 H -1.336 -0.984 0.293  0.569
32 H 0.151 -0.520 -2.741  0.479
33 H -3.773 0.553 -1.710  0.468
34 H -0.605 1.453 -0.809  0.520

Entry 7:
H7O4 | ωB97M-V/def2-TZVPD

The frontier orbital gap comes out at 9.186 eV. As for the LUMO energy: 4.39 eV. The value obtained for the highest occupied orbital energy is -4.791 eV. The charge is -1.

Each line ends with the natural charge from an NBO analysis.
CARTESIAN COORDINATES (ANGSTROEM)
1 O 0.246 -0.185 -0.373  -1.242
2 H -0.409 -0.870 -0.521  0.419
3 O 1.864 -0.100 -2.384  -1.047
4 H 2.578 0.221 -1.825  0.438
5 H 1.127 -0.184 -1.627  0.513
6 O 0.402 -0.878 2.175  -1.038
7 H 0.626 -0.541 1.239  0.528
8 H -0.501 -1.079 2.300  0.451
9 O -2.103 1.394 0.711  -0.978
10 H -1.379 0.773 0.480  0.508
11 H -2.450 1.450 -0.176  0.448

Question: charge of number 4 (C7H7NO)?
Answer: 0